{"formula": "C4H7NO", "method": "ωB97M-V/def2-TZVPD", "multiplicity": 1, "homo_energy_ev": -9.05, "total_energy_ev": -7797.1278, "molar_mass_g_mol": 85.11, "relative_energy_kcal_mol": 58.0, "smiles": "C=C=O.C=NC", "species": ["C", "C", "O", "H", "H", "C", "N", "C", "H", "H", "H", "H", "H"], "positions_angstrom": [[1.785, -1.635, 0.517], [0.897, -1.192, 1.375], [0.109, -0.805, 2.149], [1.777, -1.203, -0.475], [2.503, -2.387, 0.818], [-1.312, -0.200, -1.094], [-0.277, 0.453, -0.777], [-0.465, 1.745, -0.146], [-2.336, 0.169, -0.932], [-1.201, -1.188, -1.541], [-1.470, 2.167, -0.300], [-0.293, 1.627, 0.930], [0.283, 2.448, -0.524]], "forces_ev_per_angstrom": [[-0.1, 0.0, 0.1], [-0.5, 0.2, 0.5], [0.7, -0.3, -0.7], [0.0, -0.1, 0.1], [-0.1, 0.1, 0.0], [0.2, 0.1, 0.0], [-0.4, -0.2, -0.1], [0.0, 0.2, 0.1], [0.1, 0.0, 0.0], [0.0, 0.1, 0.1], [0.1, -0.1, 0.0], [0.0, 0.1, -0.1], [-0.1, -0.1, 0.0]]}